No. 1
# C30H34BIrN4

A structure of composition C30H34BIrN4 (ωB97M-V with the def2-TZVPD basis set, OMol25).

Its strongest force on any atom is 1.86 eV/A. The value obtained for the energy relative to the best compared isomer or geometry (same formula, charge and spin) is 0.975 eV. As for the HOMO-LUMO gap (spin up / spin down): 6.54 / 7.22 eV. The calculation puts the HOMO energy (spin up / spin down) at -10.881 / -11.592 eV.

Structure (ORCA input):
```
! wB97M-V def2-TZVPD RIJCOSX def2/J DEFGRID3
* xyz 1 2
Ir -0.9562 0.5365 -0.7710
C -1.5528 3.0966 -2.8394
C -1.9659 2.2681 -1.6510
C -2.7433 1.0948 -1.8547
C -2.9746 0.6149 -3.2631
C -3.3564 0.4038 -0.7764
C -4.2487 -0.7610 -1.1210
C -3.2465 0.9030 0.5498
C -4.0579 0.2981 1.6604
C -2.3755 1.9843 0.7784
C -2.2038 2.5783 2.1516
C -1.7153 2.6416 -0.2964
C -0.8308 3.8151 0.0187
H -0.6897 2.6765 -3.3549
H -1.3298 4.1224 -2.5579
H -2.3673 3.1368 -3.5609
H -3.8949 1.0417 -3.6692
H -3.0553 -0.4672 -3.3052
H -2.1510 0.8950 -3.9139
H -3.6675 -1.6067 -1.4904
H -4.9393 -0.4774 -1.9146
H -4.8444 -1.0984 -0.2817
H -5.0142 0.8209 1.7529
H -3.5774 0.3639 2.6299
H -4.2792 -0.7499 1.4852
H -1.2087 2.3963 2.5560
H -2.9303 2.1974 2.8607
H -2.3288 3.6593 2.1085
H -1.4375 4.6744 0.3141
H -0.2342 4.1193 -0.8335
H -0.1528 3.5943 0.8414
N 7.9642 -3.5008 2.9671
C 6.9747 -3.0268 2.6295
C 5.7372 -2.4363 2.2100
C 4.7431 -2.1780 3.1541
C 3.5453 -1.6197 2.7483
C 3.3468 -1.2928 1.4096
C 4.3426 -1.5491 0.4709
C 5.5357 -2.1296 0.8672
C 2.0594 -0.7044 0.9655
C 2.0445 0.5610 0.4543
C 3.1965 1.4126 0.3271
C 2.9116 2.3585 -0.6044
C 1.5838 2.0863 -1.0372
N 1.0251 1.0906 -0.3813
C 0.9397 -1.5926 0.9598
C 0.9439 -2.9129 0.5936
C -0.4122 -3.3390 0.5086
C -1.1846 -2.2867 0.8709
N -0.3945 -1.1558 1.1233
H 4.9141 -2.4208 4.1934
H 2.7643 -1.4302 3.4735
H 4.1778 -1.3051 -0.5707
H 6.3105 -2.3424 0.1441
H 4.1155 1.2623 0.8692
H 3.5436 3.1426 -0.9836
H 1.0497 2.6014 -1.8197
H 1.8182 -3.4889 0.3379
H -0.7583 -4.3091 0.1948
H -2.2532 -2.2134 0.9965
B 0.6134 -2.8468 -3.6501
C 0.0657 -1.7144 -2.6932
N -0.3188 -0.8849 -1.9843
H 0.5076 -3.8698 -3.0193
H 1.7614 -2.5478 -3.8652
H -0.0721 -2.8018 -4.6386
C -0.6556 -0.4737 2.3961
H -0.3632 -1.1156 3.2297
H -1.7082 -0.2511 2.4675
H -0.0851 0.4520 2.4323
*
```

***

No. 2
# C4H11NO2

A cluster of 2 separate species, C4H11NO2 in total (ωB97M-V with the def2-TZVPD basis set, OMol25).

Its strongest force on any atom is 2.50 eV/A. The value obtained for the energy relative to the best compared isomer or geometry (same formula, charge and spin) is 1.158 eV. As for the HOMO-LUMO gap: 9.80 eV. The calculation puts the HOMO energy at -9.164 eV.

Structure (ORCA input):
```
! wB97M-V def2-TZVPD RIJCOSX def2/J DEFGRID3
* xyz 0 1
C 0.6322 0.1140 0.1149
C -0.1057 -0.6177 1.1868
N -1.0344 -1.5698 0.8292
C -1.1757 -2.7959 1.5487
C -1.6494 -1.5802 -0.4807
O 0.0941 -0.3876 2.3530
H 1.4783 0.5449 0.6454
H 1.0088 -0.5288 -0.6866
H 0.0824 0.8803 -0.4302
H -2.1967 -2.8833 1.9620
H -0.6102 -2.7774 2.4832
H -0.9046 -3.7146 1.0252
H -1.0975 -1.0375 -1.2465
H -1.6876 -2.5998 -0.8931
H -2.7058 -1.3086 -0.4648
H 2.5536 5.1588 -3.4588
H 2.1165 5.2819 -4.8551
O 2.7509 5.6451 -4.2464
*
```

***

No. 3
# C12H19BrN2O2S

A structure of composition C12H19BrN2O2S (ωB97M-V with the def2-TZVPD basis set, OMol25).

Its strongest force on any atom is 18.76 eV/A. As for the HOMO-LUMO gap: 9.27 eV. The calculation puts the HOMO energy at -9.540 eV.

Structure (ORCA input):
```
! wB97M-V def2-TZVPD RIJCOSX def2/J DEFGRID3
* xyz 0 1
C 1.4357 0.2224 3.1525
H 2.0869 -0.6719 3.1307
H 0.9266 0.3542 3.9410
H 2.1741 1.0083 2.8455
C 0.6918 -0.0234 1.9785
C 1.2226 -0.0980 0.7775
N 1.8430 1.2260 0.4898
C 0.9626 1.9389 -0.3069
H 0.5425 1.6014 -1.2350
H 1.4501 3.0280 -0.4430
H -0.0850 2.0670 0.4455
C 2.9478 0.6880 -0.5635
H 3.6265 1.8652 -0.8430
H 2.5406 0.3850 -1.5558
H 3.7589 0.1335 -0.1552
H 0.4154 -0.4232 0.0549
H 2.0282 -0.7834 0.7978
C -0.3827 -1.2335 2.3771
N -1.6848 -1.3137 1.3965
S -1.8462 -2.1244 0.2091
O -0.5650 -3.1269 -0.0059
O -3.2221 -2.7019 0.2609
C -1.7659 -0.9490 -1.1395
C -2.4961 0.3076 -0.8822
C -2.3073 0.9529 -2.1613
C -1.5858 0.9788 -3.2277
C -0.7076 -0.1081 -3.2797
C -1.0139 -1.2683 -2.3638
H -0.3804 -2.0425 -2.2295
H -0.2885 -0.3140 -4.1812
Br -1.5361 2.1762 -4.5700
H -2.7642 2.0575 -1.9554
H -2.9935 0.4219 -0.1417
H -2.3419 -1.3286 2.1075
H -0.5636 -1.3461 3.4009
H -0.0099 -2.2712 1.9490
H -0.1126 0.7153 1.9258
*
```

***

No. 4
# C5H10O

The molecule C5H10O (ωB97M-V with the def2-TZVPD basis set, OMol25).

Its strongest force on any atom is 3.27 eV/A. The value obtained for the energy relative to the best compared isomer or geometry (same formula, charge and spin) is 0.992 eV. As for the HOMO-LUMO gap: 10.49 eV. The calculation puts the HOMO energy at -9.665 eV.

Structure (ORCA input):
```
! wB97M-V def2-TZVPD RIJCOSX def2/J DEFGRID3
* xyz 0 1
C 1.7852 -0.0309 0.2132
C 0.3089 -0.2354 -0.0929
C -0.3126 -1.4691 0.7895
C -0.1585 -0.3415 -1.5502
C -0.4386 0.9079 0.5750
H 2.0913 0.9010 -0.3239
H 1.9324 -0.0305 1.2982
H 2.3262 -0.8737 -0.2005
H 0.1017 -2.4450 0.6185
H -0.0500 -1.3427 1.8714
H -1.3897 -1.4214 0.6361
H 0.5263 -1.1219 -1.9526
H -0.2048 0.6258 -2.1683
H -1.2463 -0.7355 -1.5691
H -0.0494 1.2424 1.6253
O -1.3929 1.5269 0.0696
*
```

***

No. 5
# C2HNOS2

A cluster of 2 separate species, C2HNOS2 in total (ωB97M-V with the def2-TZVPD basis set, OMol25).

Its strongest force on any atom is 2.96 eV/A. The value obtained for the energy relative to the best compared isomer or geometry (same formula, charge and spin) is 2.012 eV. As for the HOMO-LUMO gap: 8.41 eV. The calculation puts the HOMO energy at -9.344 eV.

Structure (ORCA input):
```
! wB97M-V def2-TZVPD RIJCOSX def2/J DEFGRID3
* xyz 0 1
C 0.1565 -1.4949 0.0792
C 3.0182 -0.4076 1.0380
N 0.1260 -0.3370 -0.1756
O 0.3716 -2.5987 0.2652
S 3.3458 0.9171 0.0243
S 3.6434 -1.1542 -0.3513
H 0.1090 0.4055 0.4161
*
```

***

No. 6
# C61H56N4O15

A cluster of 7 separate species, C61H56N4O15 in total (ωB97M-V with the def2-TZVPD basis set, OMol25).

Its strongest force on any atom is 2.89 eV/A. As for the HOMO-LUMO gap: 6.27 eV. The calculation puts the HOMO energy at -8.169 eV.

Structure (ORCA input):
```
! wB97M-V def2-TZVPD RIJCOSX def2/J DEFGRID3
* xyz 0 1
C 4.7751 -4.4631 1.6986
O 5.2062 -4.0468 0.3809
C 4.0530 -3.3804 -0.1721
C 4.3807 -1.9793 -0.8239
C 2.9968 -1.2736 -1.2017
C 2.9700 0.2140 -0.6707
C 2.2944 1.2370 -1.6564
C 0.8558 1.6611 -1.2452
C 0.0924 2.5066 -2.1826
C -1.2997 2.9262 -1.9122
N -2.0591 3.7017 -2.8220
C -1.9035 2.4837 -0.6524
C -1.1642 1.6578 0.3232
C 0.1912 1.2758 -0.0068
C -1.8891 1.2103 1.6345
O -1.3523 1.2156 2.7152
C -3.3687 0.7699 1.4166
C -3.9375 -0.3566 2.1209
C -5.3266 -0.7155 1.8058
C -6.0467 0.0691 0.8176
C -7.5255 -0.3377 0.4289
C -7.5768 -1.9053 0.2647
C -6.4847 -2.5057 -0.6944
C -5.6645 -3.6596 0.0523
N -5.6573 -4.9313 -0.7444
C -5.4047 -6.0812 0.0794
N -6.1077 -6.4482 1.0879
N -4.2732 -6.9414 -0.2829
C -5.4866 1.2403 0.1303
C -4.1144 1.5954 0.4423
C -3.3727 2.8034 -0.2396
O -3.8966 3.8841 -0.3845
H 3.9224 -5.1803 1.6178
H 5.6724 -4.8816 2.2186
H 4.4621 -3.5522 2.2866
H 3.5973 -4.0775 -0.9241
H 3.2759 -3.1733 0.6189
H 4.9769 -1.3668 -0.1036
H 4.9506 -2.1928 -1.7687
H 2.2166 -1.9306 -0.7156
H 2.8604 -1.2769 -2.3101
H 2.5455 0.2075 0.3619
H 4.0468 0.5279 -0.5541
H 2.9585 2.1323 -1.8269
H 2.2280 0.7177 -2.6705
H 0.5897 2.8292 -3.1274
H -1.4674 4.2652 -3.4384
H -2.6416 4.3590 -2.2991
H 0.7160 0.6342 0.7439
H -3.3393 -0.9249 2.8707
H -5.8612 -1.5637 2.2830
H -7.7322 0.1533 -0.5663
H -8.2789 0.0801 1.1406
H -7.5459 -2.3397 1.3041
H -8.5952 -2.1582 -0.1389
H -6.9356 -3.0093 -1.5961
H -5.7491 -1.7644 -1.0922
H -6.0730 -3.8524 1.0819
H -4.5863 -3.3756 0.2062
H -4.8440 -4.8647 -1.3656
H -6.8774 -5.7765 1.2067
H -4.6629 -7.5752 -0.9966
H -4.1013 -7.5502 0.5221
H -6.0589 1.8292 -0.6171
C 7.4198 -1.6118 2.0158
C 8.5679 -1.9410 2.6051
C 8.9270 -1.4086 3.9394
O 9.9739 -1.7062 4.4766
C 7.9594 -0.4973 4.5943
C 6.8115 -0.1682 4.0053
C 6.4533 -0.7007 2.6710
O 5.4053 -0.4031 2.1332
H 7.1404 -1.9916 1.0402
H 9.2856 -2.6061 2.1415
H 8.2381 -0.1185 5.5695
H 6.0933 0.4967 4.4689
C 1.0173 -3.4383 3.2254
C -0.2034 -2.9437 3.0289
C -1.3252 -3.8130 2.6070
O -2.4380 -3.3582 2.4211
C -1.0387 -5.2552 2.4166
C 0.1832 -5.7499 2.6149
C 1.3057 -4.8788 3.0342
O 2.4241 -5.3227 3.2106
H 1.8500 -2.8165 3.5303
H -0.4303 -1.8929 3.1636
H -1.8710 -5.8769 2.1084
H 0.4111 -6.7995 2.4779
C 1.7222 1.2775 -7.2975
C 2.0064 1.2045 -5.9988
C 3.0362 0.2705 -5.4895
O 3.2942 0.2026 -4.3034
C 3.7388 -0.5778 -6.4784
C 3.4551 -0.5052 -7.7775
C 2.4251 0.4290 -8.2878
O 2.1672 0.4973 -9.4712
H 0.9721 1.9536 -7.6880
H 1.5029 1.8176 -5.2615
H 4.4888 -1.2538 -6.0873
H 3.9584 -1.1184 -8.5143
C 1.8317 6.4859 -4.9651
C 2.9654 7.1760 -4.8598
C 3.5094 7.5618 -3.5365
O 4.5414 8.1925 -3.4397
C 2.7448 7.1487 -2.3377
C 1.6111 6.4586 -2.4435
C 1.0689 6.0741 -3.7651
O 0.0343 5.4416 -3.8620
H 1.4183 6.1956 -5.9229
H 3.5369 7.4851 -5.7260
H 3.1564 7.4380 -1.3791
H 1.0393 6.1493 -1.5770
C 1.6126 10.6625 1.2211
C 2.2553 11.7652 1.6006
C 3.6651 11.7157 2.0521
O 4.2510 12.7195 2.3999
C 4.3322 10.3932 2.0635
C 3.6891 9.2908 1.6840
C 2.2798 9.3408 1.2326
O 1.6929 8.3355 0.8841
H 0.5822 10.6794 0.8889
H 1.7833 12.7396 1.5977
H 5.3625 10.3759 2.3957
H 4.1611 8.3161 1.6868
C -7.5987 -6.7873 3.3408
C -6.5442 -7.5603 3.0938
C -5.1667 -7.0250 3.1670
O -4.2013 -7.7293 2.9386
C -5.0062 -5.5989 3.5274
C -6.0601 -4.8251 3.7743
C -7.4387 -5.3600 3.7006
O -8.4016 -4.6548 3.9274
H -8.6134 -7.1609 3.2908
H -6.6428 -8.6056 2.8294
H -3.9913 -5.2252 3.5763
H -5.9605 -3.7794 4.0378
*
```

***

Number 2 is which compound? C4H11NO2